1.
Computed, not measured: a molecular structure, C10H15CuN4S2, with ωB97M-V/def2-TZVPD.

Last column: Mulliken charge in e.
Positions of all 32 atoms, in Å:
Cu1 -1.131 -0.768 -0.193  -0.439
S1 -0.280 -0.546 2.683  0.095
S2 -0.990 -3.020 -0.696  -0.360
N1 -1.164 1.228 -0.568  -0.079
N2 1.350 -3.975 -1.460  -0.412
N3 1.255 -1.718 -1.599  -1.067
N4 0.586 -0.622 -1.246  0.673
C1 -0.835 3.877 -1.318  -0.412
C2 -1.910 3.496 -0.527  -0.609
C3 1.915 0.788 -2.754  -1.417
C4 0.827 0.533 -1.753  0.519
C5 0.079 2.918 -1.708  -0.657
C6 0.641 -2.839 -1.275  0.559
C7 -2.023 2.164 -0.175  -0.038
C8 -0.096 1.589 -1.319  0.660
C9 0.026 -2.324 2.810  -0.635
C10 -0.663 -0.224 4.426  -0.946
H1 -1.527 -0.812 4.732  0.284
H2 -2.649 4.215 -0.202  0.391
H3 -0.839 -2.811 3.258  0.286
H4 -0.888 0.836 4.525  0.307
H5 1.499 1.082 -3.720  0.314
H6 0.934 3.181 -2.313  0.321
H7 2.481 -0.131 -2.872  0.387
H8 0.918 -2.504 3.409  0.328
H9 0.851 -4.845 -1.474  0.203
H10 -2.842 1.827 0.448  0.419
H11 2.584 1.580 -2.413  0.343
H12 0.200 -0.475 5.039  0.300
H13 2.240 -3.906 -1.923  0.233
H14 -0.714 4.907 -1.625  0.414
H15 0.165 -2.704 1.802  0.036

Forces on atoms 1 to 3 (eV/Å):
-0.444 -0.556 0.183
0.037 -0.125 -0.015
-0.062 0.325 0.228

## Properties
E_HOMO: -7.182 eV
LUMO energy: -0.06 eV
E: -82884.456 eV
Kohn-Sham gap: 7.12 eV

2.
Computed, not measured: a molecular structure, C10H15F12N3O10PtS4 at a distorted geometry, with ωB97M-V/def2-TZVPD.

Last column: Mulliken charge in e.
Positions of all 55 atoms, in Å:
Pt1 -0.076 0.113 -0.015  3.561
S1 -2.256 -1.730 -1.805  0.934
S2 1.860 0.976 2.686  0.876
S3 -0.404 -3.132 -0.554  0.618
S4 3.277 0.401 0.499  0.706
F1 -4.721 -2.480 -1.800  -0.206
F2 2.958 -1.600 2.644  -0.203
F3 2.070 -2.837 -1.723  -0.173
F4 3.108 3.143 0.575  -0.197
F5 3.204 -0.404 4.408  -0.193
F6 1.264 -4.776 -2.019  -0.187
F7 4.928 2.276 -0.117  -0.180
F8 0.417 -3.001 -3.189  -0.164
F9 1.355 -1.427 4.069  -0.219
F10 3.142 2.291 -1.484  -0.181
F11 -4.378 -1.292 -0.120  -0.224
F12 -3.574 -3.276 -0.144  -0.189
O1 -2.022 -2.812 -2.772  -0.535
O2 -1.354 0.029 1.794  -0.294
O3 3.140 -0.509 -0.640  -0.518
O4 0.463 -3.017 0.624  -0.518
O5 0.607 1.376 3.266  -0.623
O6 -2.619 -0.432 -2.415  -0.690
O7 0.471 0.980 -2.035  -0.011
O8 4.374 0.206 1.470  -0.456
O9 2.914 1.937 2.978  -0.557
O10 -1.305 -4.279 -0.579  -0.465
N1 -1.097 -1.517 -0.818  -0.863
N2 -1.413 2.017 -0.304  -0.511
N3 1.633 0.612 1.125  -0.598
C1 3.619 2.207 -0.213  0.725
C2 -2.367 1.097 1.721  -0.668
C3 -3.832 -2.222 -0.863  0.637
C4 2.358 -0.724 3.517  0.777
C5 0.907 -3.482 -1.994  0.703
C6 0.027 2.295 -2.192  -0.562
C7 -1.616 2.307 1.116  -1.048
C8 0.813 0.377 -3.285  -0.898
C9 -1.728 -1.088 2.546  -0.794
C10 -0.385 2.922 -0.832  -0.989
H1 -3.172 0.722 1.089  0.327
H2 -0.657 2.421 1.621  0.251
H3 -2.208 2.360 -0.823  0.309
H4 0.518 2.875 -0.223  0.161
H5 -2.739 -0.908 2.911  0.434
H6 -1.713 -2.031 1.999  0.128
H7 -1.082 -1.141 3.422  0.255
H8 -0.661 3.964 -0.994  0.491
H9 -2.844 1.287 2.682  0.724
H10 0.812 2.967 -2.536  0.458
H11 -2.174 3.241 1.183  0.514
H12 0.025 0.124 -3.994  0.335
H13 1.702 0.860 -3.690  0.358
H14 1.281 -0.541 -2.930  0.147
H15 -0.847 2.274 -2.843  0.484

Forces on atoms 1 to 3 (eV/Å):
0.764 0.377 -0.564
-4.536 1.374 -6.444
-0.354 1.846 4.330

## Properties
E_HOMO (spin up / spin down): -14.085 / -14.156 eV
LUMO energy (spin up / spin down): -3.32 / -8.53 eV
E: -114738.275 eV
total charge: +1
spin multiplicity: 4
Kohn-Sham gap (spin up / spin down): 10.76 / 5.63 eV

Q: Among the records above, which one has the highest E?
A: C10H15CuN4S2

Q: What is the E in the first record?
A: -82884.456 eV

Q: E of number 1 (C10H15CuN4S2)?
A: -82884.456 eV